# 1
The following is a quantum chemistry calculation of one molecule with the formula C11H12O in a non-equilibrium geometry, from the Open Molecules 2025 dataset.

SMILES string: CO[C@@]1(c2ccccc2)C=CC1
Multiplicity: 1
Orbital gap, eV: 9.89

The geometry in XYZ format:
```
24
Properties=species:S:1:pos:R:3:forces:R:3
C 3.2664 0.4256 -0.1199 -1.0831 0.8680 -1.7039
C 2.5406 0.5813 -1.3016 -1.6651 -1.3680 0.1860
C 2.5560 0.2399 1.0899 1.9337 1.2534 -1.8706
C 1.1537 0.4929 -1.2585 -0.3158 0.5456 -2.4573
C 1.1972 0.2121 1.0978 -0.2047 -0.3653 -0.3269
C 0.4888 0.2966 -0.0889 -1.3017 0.3714 0.9302
C -2.4932 1.5294 0.7596 0.5424 1.2034 -2.6988
C -1.6798 1.7061 -0.3646 -2.9070 0.3952 1.1490
C -1.9517 0.1994 1.0728 1.2066 -1.7319 -0.2968
C -1.0221 0.3406 -0.1882 -0.2394 0.0134 -0.5106
C -1.3777 -1.8921 -0.9772 0.1052 0.1002 -0.0015
O -1.3737 -0.4997 -1.3049 -0.3534 -0.1603 1.3509
H 4.2451 0.7365 -0.4498 1.0957 -0.6008 1.7927
H 2.9296 0.5799 -2.3112 0.7581 0.5373 0.2443
H 3.0660 0.4163 1.9873 0.7533 -0.4002 1.3115
H 0.5435 0.6513 -2.2166 1.0117 -0.4157 1.5335
H 0.7555 0.1572 2.0624 -0.7366 -0.0829 0.4919
H -3.4037 2.0217 1.1583 0.9881 -0.0540 -0.2953
H -1.8168 2.3887 -1.2621 0.6975 -0.7886 1.3671
H -1.3866 0.0442 1.9746 0.0604 0.1528 0.7080
H -2.5956 -0.6798 0.9577 -0.2625 0.3716 0.0200
H -2.3459 -2.2490 -0.6468 -0.5603 0.2375 0.0748
H -0.6845 -2.2426 -0.1682 0.0323 0.6639 -0.9430
H -1.2038 -2.3327 -1.9441 0.4445 -0.7460 -0.0553
```
Positions in Å, forces in eV/Å.

Löwdin population analysis, charges in e, atoms 1 to 6:
1 C -0.0657
2 C -0.0873
3 C -0.0759
4 C -0.0410
5 C -0.0352
6 C -0.1694



# 2
The following is a quantum chemistry calculation of C27H58HgNO11S5 as an isolated structure in a non-equilibrium geometry, from the Open Molecules 2025 dataset.

Total charge: +1
Multiplicity: 1
Orbital gap, eV: 5.16

The geometry in XYZ format:
```
103
Properties=species:S:1:pos:R:3:forces:R:3
Hg -0.3849 1.0863 3.7248 -0.0025 -0.4442 -2.8189
C -0.7104 0.0277 0.1931 1.1552 -0.0624 1.3384
O -0.7414 0.6475 1.4440 -0.7100 1.3288 1.4812
H -0.5344 0.7473 -0.6064 -0.1692 0.2459 -0.2732
H 0.1677 -0.6181 0.1959 0.0125 -0.6306 -0.5888
H -1.6217 -0.5363 -0.0054 -0.1787 -0.2082 -0.1836
C 3.4809 0.6166 -5.2803 -0.2240 -0.2746 -0.1005
C 3.3796 0.9665 -3.7932 0.7319 0.9694 -1.3903
N 4.3959 0.2542 -3.0334 0.5707 0.2820 0.6939
C 4.0456 0.3588 -1.6207 -0.2238 -0.7018 1.1880
C 2.8925 -0.5688 -1.1736 0.2540 -0.6567 -1.1853
C 5.6748 1.0011 -3.2591 0.5969 -1.2855 0.1780
C 6.9714 0.2909 -2.8181 -1.1227 -0.4987 0.2998
H 2.8209 1.2308 -5.8928 -0.4467 -0.3171 0.1039
H 3.3509 -0.4554 -5.4287 -0.4558 0.0432 -0.1484
H 4.4527 0.8194 -5.7302 0.2222 0.1225 0.4757
H 3.6198 2.0288 -3.7495 0.1106 0.6226 0.1969
H 2.3722 0.9792 -3.3771 -0.0377 -0.9437 -0.0865
H 4.8568 0.1321 -0.9289 0.5425 -0.0528 -0.5064
H 3.8087 1.4027 -1.4153 -0.3339 0.4578 0.2535
H 3.1040 -1.6109 -1.4133 0.4622 -0.0769 -0.6528
H 2.7104 -0.7248 -0.1103 -0.1818 1.1660 0.2066
H 2.0183 -0.3288 -1.7788 -0.4536 0.0024 0.5959
H 5.6788 1.9330 -2.6937 -0.5141 0.4998 -0.2664
H 5.8135 1.1480 -4.3302 -0.4322 0.5050 0.2114
H 7.3521 -0.3593 -3.6057 0.3548 0.3916 -0.0367
H 6.7610 -0.3956 -1.9980 0.0707 0.1347 0.2814
H 7.6399 1.0746 -2.4616 0.4390 -0.4116 -0.2890
C -4.9068 -1.6423 2.3338 -1.0178 -0.0275 -0.4762
C -5.4260 -1.7708 3.7567 -0.4612 -0.0083 0.9895
C -4.4322 -1.0959 4.6787 1.1239 -0.2165 -0.0359
S -3.9049 0.4511 3.8081 -4.6182 -1.6163 0.8355
O -2.5219 0.7111 4.1295 0.9663 0.9188 0.4564
O -4.9475 1.4594 4.0513 2.0560 -0.9074 -0.7380
C -4.1054 -0.3735 2.1952 1.9100 0.7291 -0.4968
H -5.6992 -1.6032 1.5864 -0.2276 -0.1906 0.2348
H -4.2848 -2.4920 2.0519 0.0458 0.0127 0.2483
H -5.5145 -2.8031 4.0951 0.0902 -0.1126 -0.2646
H -6.4081 -1.3448 3.9615 -0.0807 0.2185 -0.5774
H -3.5425 -1.7240 4.7223 0.3635 0.1129 -0.1401
H -4.7571 -1.0303 5.7171 -0.1451 0.8133 -0.1912
H -3.0971 -0.6819 1.9189 0.3649 0.4481 0.1308
H -4.3846 0.3385 1.4185 -0.4343 0.0147 0.3772
C 1.9796 -3.8440 4.0211 0.3243 1.0685 -0.6167
C 1.6259 -3.2395 2.6209 -0.5838 0.1066 -0.0657
C 0.1185 -3.2295 2.4440 -1.1959 -0.5023 1.0893
S -0.5540 -2.7272 4.1057 1.2537 -2.6401 -0.1026
O -1.7006 -3.5551 4.5311 1.2303 2.0389 -0.8357
O -0.5468 -1.2619 4.1223 -0.4904 -0.0832 0.5122
C 0.9761 -3.2765 5.0622 -0.7460 0.0800 -0.8448
H 3.0073 -3.5236 4.1924 -0.0884 0.2163 0.5059
H 2.0793 -4.9294 4.0305 -0.7120 0.0029 -0.0960
H 2.0579 -3.7554 1.7634 0.1911 -0.2607 0.2549
H 1.9602 -2.2061 2.5298 0.2500 0.0685 0.2827
H -0.2908 -4.2351 2.3468 0.0886 -0.1630 -0.0991
H -0.3318 -2.6155 1.6641 0.2707 0.2940 0.1465
H 0.6634 -4.0139 5.8015 -0.0836 0.1802 -0.0743
H 1.2200 -2.3250 5.5349 0.5630 -0.2475 0.0630
C -0.3391 -2.9186 -2.7270 1.3175 0.1033 -0.4128
C -0.0497 -3.6200 -1.3856 0.1973 -1.5146 0.0039
C 0.6699 -4.9735 -1.6788 0.6636 0.2872 -0.0345
S 1.5180 -4.8820 -3.2705 -1.0817 -0.9940 -1.7287
O 1.0373 -5.9864 -4.1450 0.7551 2.0334 1.6112
O 2.9419 -4.7292 -3.0567 -0.4884 0.1207 0.0376
C 0.7700 -3.2691 -3.8054 -0.3751 -1.3263 0.6779
H -0.2986 -1.8493 -2.5194 -0.4447 0.0613 -0.3724
H -1.3053 -3.2362 -3.1190 0.0603 0.2615 0.0322
H -0.9464 -3.8918 -0.8288 -0.4029 0.1798 -0.3283
H 0.4673 -2.9808 -0.6699 0.6193 -0.0065 -0.3690
H 0.0288 -5.8494 -1.7784 -0.1849 0.2291 0.2084
H 1.5263 -5.2046 -1.0453 -0.3160 -0.0208 0.4452
H 0.3197 -3.5229 -4.7650 0.0708 0.2789 0.0010
H 1.6475 -2.6373 -3.9432 -0.3559 0.4048 0.2754
C -3.1469 3.8632 -0.3653 -0.0130 -0.4172 -1.4327
C -4.2097 2.7875 0.0526 0.7513 0.8511 0.6952
C -5.2447 2.7484 -1.0541 0.6030 -0.5621 -0.2812
S -4.2933 2.7370 -2.6108 1.1087 -1.6191 1.5871
O -4.9107 3.6511 -3.5087 -0.0041 0.7941 -0.6099
O -3.9763 1.3832 -3.0639 -0.5164 1.0694 0.5781
C -2.7330 3.3808 -1.7850 -1.2664 -0.1405 -0.8402
H -2.2291 3.9147 0.2205 -0.3047 -0.3219 0.4094
H -3.5488 4.8757 -0.4010 -0.2645 -0.0589 0.0022
H -4.7243 3.0490 0.9772 0.1350 0.1278 0.1386
H -3.6542 1.8736 0.2629 -0.1622 -0.2600 -0.4093
H -5.8006 3.6823 -0.9705 -0.2817 -0.2191 -0.4797
H -5.8673 1.8541 -1.0810 -0.1660 0.2096 0.1457
H -2.4316 4.0455 -2.5946 0.5173 0.5653 0.6089
H -2.0557 2.5288 -1.7260 -0.0999 -0.0077 -0.0859
C 0.2993 5.2015 0.0084 0.6285 -0.6032 1.2107
C 0.6789 3.7359 -0.3350 -0.8494 -0.1331 -0.6871
C 1.8329 3.3025 0.5389 0.0571 0.9236 0.7195
S 1.4337 3.9847 2.2456 2.0019 1.5401 -2.9373
O 2.6958 4.6524 2.5987 -2.2124 -0.8604 0.6568
O 0.8247 2.9923 3.1492 -0.1071 0.1860 0.3597
C 0.1419 5.1901 1.5473 -0.8687 -0.5590 0.4611
H -0.6092 5.4984 -0.5157 -0.1530 -0.0838 0.3248
H 1.0432 5.9610 -0.2320 0.3197 -0.3571 -0.3097
H 0.8312 3.6557 -1.4113 0.6630 -0.0837 0.0397
H -0.1846 3.0887 -0.1813 -0.2017 0.0084 0.3514
H 2.6711 3.9303 0.2363 0.2629 -0.0367 0.4143
H 2.2118 2.2856 0.6409 -0.6845 -0.1567 -0.2357
H 0.0713 6.1601 2.0395 0.8522 -0.0617 0.0949
H -0.8110 4.7288 1.8067 -0.0227 -0.3863 0.0135
```
Positions in Å, forces in eV/Å.

Löwdin population analysis, charges in e, atoms 1 to 6:
1 Hg 1.2996
2 C -0.2862
3 O -0.4589
4 H 0.0540
5 H 0.0376
6 H 0.0639



| no. | M (g mol⁻¹) | E_HOMO (eV) |
| --- | --- | --- |
| 1 | 160.22 | -9.0 |
| 2 | 933.68 | -10.7 |